Entry 1:
A cluster of 11 separate species, C28H83N13O11 in total in a non-equilibrium geometry. Source: the OMol25 dataset; level of theory: ωB97M-V/def2-TZVPD.

The calculation puts the LUMO energy at 0.18 eV. The SMILES is COC[C@H](C)N.COC[C@H](C)N.COC[C@H](C)N.COC[C@H](C)N.COC[C@H](C)N.NC(N)=O.NC(N)=O.NC(N)=O.NC(N)=O.CCO.CCO. The value obtained for the HOMO-LUMO gap is 0.341 hartree. The energy is -72271.132 eV. As for the highest occupied orbital energy: -9.10 eV.

ORCA input file:
```
! wB97M-V def2-TZVPD RIJCOSX def2/J DEFGRID3
* xyz 0 1
H -2.682 -31.897 12.928
O -4.659 -27.498 10.098
H -4.905 -29.114 11.277
H -11.264 -20.892 6.905
H -6.805 -20.902 8.469
H -7.781 -23.832 6.183
H -11.469 -23.279 11.548
H -9.019 -26.846 5.545
H -6.845 -32.345 14.335
O -15.447 -30.830 6.888
C -2.704 -23.454 9.761
H -5.876 -33.741 14.207
C -13.644 -26.376 12.272
C -11.281 -28.834 4.396
O -4.784 -27.109 7.560
H -3.959 -32.544 11.881
H -5.568 -22.672 7.313
H -3.369 -29.303 8.750
H -7.982 -22.018 7.854
O -11.876 -27.786 13.077
H -11.118 -29.733 3.801
C -7.118 -21.945 8.514
O -9.233 -28.633 5.620
H -7.657 -27.195 10.305
C -3.610 -29.624 9.763
C -3.587 -32.504 12.905
H -11.662 -25.836 12.809
H -3.687 -30.708 9.670
H -10.306 -24.618 11.533
H -5.996 -26.710 13.335
O -6.683 -32.839 12.552
H -12.032 -21.893 5.839
H -15.773 -30.508 9.763
N -10.323 -27.640 9.316
H -15.157 -29.137 10.261
C -9.120 -28.012 9.646
H -9.068 -24.035 9.522
O -8.773 -29.201 9.916
C -7.422 -31.651 12.016
H -13.459 -31.298 8.632
C -10.614 -28.926 5.737
H -15.135 -25.156 11.278
H -9.846 -27.531 12.869
H -7.279 -27.250 7.656
H -15.278 -30.117 4.890
O -7.440 -24.861 11.265
H -7.605 -31.740 10.945
C -10.589 -23.684 11.047
H -8.361 -31.399 12.510
C -10.569 -28.341 12.963
H -6.788 -24.601 9.101
H -7.398 -28.292 6.371
H -9.728 -23.017 11.070
H -3.464 -31.205 15.176
N -14.232 -25.731 13.442
H -12.323 -28.865 4.715
H -5.889 -26.686 11.521
H -5.820 -29.286 5.708
H -10.268 -21.710 5.803
N -8.371 -27.038 9.608
H -10.315 -29.048 13.752
N -4.266 -31.819 15.204
H -13.665 -30.005 6.645
N -6.778 -27.897 7.064
N -9.828 -24.506 9.053
H -6.796 -30.759 11.993
H -1.757 -23.708 9.285
O -10.914 -22.902 7.382
H -7.458 -22.166 9.526
C -11.130 -21.874 6.450
H -2.814 -24.069 10.653
H -4.142 -28.750 6.071
C -14.781 -30.127 10.001
H -13.845 -24.836 13.705
H -2.692 -29.421 10.313
H -9.652 -24.147 8.126
H -10.759 -29.886 6.233
H -7.071 -25.634 14.254
H -4.702 -27.245 9.172
H -4.913 -31.247 15.727
C -5.519 -27.802 6.955
H -5.100 -31.009 13.482
H -2.501 -22.418 10.031
N -6.237 -26.369 12.415
H -10.359 -29.013 12.131
H -12.255 -29.882 10.035
H -3.303 -33.546 13.049
H -14.779 -28.885 7.215
N -5.141 -28.607 6.022
H -14.254 -26.401 14.197
C -5.032 -23.000 9.340
H -8.833 -29.325 5.088
H -14.381 -30.595 10.901
H -5.814 -24.964 7.887
H -12.323 -22.389 9.041
C -14.076 -25.416 11.245
H -13.475 -24.514 11.360
H -11.056 -28.035 6.184
N -7.550 -25.187 13.485
C -6.055 -32.780 13.724
C -8.610 -25.120 4.835
H -11.685 -26.646 11.238
C -15.978 -30.599 5.573
C -12.140 -26.626 12.228
C -4.765 -31.977 13.853
H -5.349 -23.624 10.176
H -14.092 -27.292 11.886
N -6.570 -24.346 8.148
C -6.035 -22.974 8.250
H -4.763 -22.076 9.851
H -8.724 -26.100 9.486
H -11.787 -29.845 8.380
H -5.771 -29.246 9.703
H -11.806 -24.597 9.448
C -13.754 -30.256 8.759
H -8.190 -25.706 6.660
H -7.743 -23.411 4.467
O -9.105 -25.360 3.753
C -11.283 -22.617 8.809
H -10.511 -26.662 9.151
C -14.445 -29.906 7.400
N -8.757 -25.920 5.853
N -12.487 -29.646 9.081
C -7.174 -25.441 12.314
H -11.226 -27.962 3.745
O -3.807 -23.522 8.864
H -16.359 -31.530 5.154
H -16.747 -29.841 5.724
C -4.865 -28.909 10.207
H -8.192 -24.409 13.530
H -13.935 -25.795 10.233
H -10.688 -21.825 9.264
N -7.836 -24.091 5.208
C -10.996 -23.877 9.575
H -11.018 -28.346 9.118
*
```


Entry 2:
A cluster of 11 separate species, C28H85N7O11 in total in a non-equilibrium geometry. Source: the OMol25 dataset; level of theory: ωB97M-V/def2-TZVPD.

The calculation puts the LUMO energy at 0.33 eV. The SMILES is COC[C@H](C)N.COC[C@H](C)N.COC[C@H](C)N.COC[C@H](C)N.COC[C@H](C)N.COC[C@H](C)N.COC[C@H](C)N.O.O.O.O. The value obtained for the HOMO-LUMO gap is 0.343 hartree. The energy is -63362.614 eV. As for the highest occupied orbital energy: -8.99 eV.

ORCA input file:
```
! wB97M-V def2-TZVPD RIJCOSX def2/J DEFGRID3
* xyz 0 1
C 1.003 -4.640 -3.515
H 1.661 -2.200 0.102
H 1.177 0.804 -8.400
H -1.920 8.262 0.943
C -0.859 1.092 -0.289
H -2.370 -6.102 -2.039
H -7.152 1.321 1.707
C 0.850 -1.828 -0.520
H 1.239 -4.429 -2.475
H 1.548 -6.042 -4.975
H 0.564 2.066 0.977
H 3.856 -2.511 1.446
C -1.163 10.078 0.050
H -2.459 6.148 1.034
H 2.909 2.078 2.351
H 1.733 -2.099 2.701
C -1.173 8.547 0.189
H -8.054 -2.361 1.378
H -9.965 -0.645 2.591
H -8.480 -2.554 2.938
C 6.156 -2.245 4.625
C 2.718 -0.114 -4.085
C 0.030 0.344 -1.257
H -1.675 3.266 2.738
O 2.270 2.050 1.634
C 0.319 1.172 -6.602
O -5.601 0.031 2.009
C -2.397 -5.018 -2.199
H -2.638 8.089 -1.290
H 2.754 -0.244 -0.120
O 1.035 -0.419 -0.626
H -9.388 0.836 2.360
H -0.218 3.063 0.036
H 5.516 -1.644 5.273
C -4.631 0.176 0.996
N 1.889 -5.657 -4.103
H -0.765 10.342 -0.930
H -6.749 -2.399 2.606
O 3.535 0.325 0.068
H -2.836 2.125 -0.293
H 6.368 -3.885 2.281
H 0.218 -1.987 6.040
O -2.258 2.512 2.612
H 6.230 -3.192 5.174
H -0.146 -1.980 -0.099
H -1.703 0.591 -6.045
H -3.831 3.438 2.174
O 1.853 0.750 -4.790
H 7.146 -1.786 4.589
H 3.414 -0.632 -4.759
C 1.391 -2.956 4.738
C 5.967 -2.142 1.027
H -0.640 -2.750 4.859
H -0.546 -0.266 -1.956
C 1.029 -3.446 -4.491
H -3.122 -4.859 -3.004
H 0.270 7.137 0.225
H -2.706 -4.578 -1.253
H -1.779 1.954 1.957
H 4.255 -0.040 -0.455
H 7.631 -3.056 0.326
O -1.552 6.377 -0.834
H 2.006 -2.960 -4.445
C 2.616 -2.462 5.445
H -1.551 1.481 -7.578
H 2.534 -3.630 3.028
H 0.821 -3.687 -5.531
H 0.250 8.007 1.539
H -0.232 -6.237 -2.808
N 0.921 1.630 -7.865
H -1.110 0.311 0.454
H 4.227 -2.053 -0.212
H 0.314 -2.677 -4.177
H -7.677 -0.287 3.552
N -9.223 -0.141 2.127
H -4.982 4.068 1.373
H 6.528 -3.049 -0.785
N -0.359 2.185 0.536
H 2.767 -5.213 -4.350
H -1.161 -0.226 -7.468
C 1.241 0.133 -5.913
H 1.811 2.097 -7.708
H 0.215 2.034 -5.941
H 0.798 -0.816 -5.581
H 3.380 0.592 -3.580
N 0.203 8.109 0.526
C -6.921 0.268 1.532
H 4.331 -3.019 7.513
H -4.765 -0.646 0.289
H -2.909 0.536 -0.923
C -1.617 7.759 -1.046
C -2.547 5.829 -0.007
H -2.419 4.745 -0.013
H 4.622 -3.671 0.282
H 0.902 -2.324 -1.494
H -3.545 6.001 -0.424
H 0.790 -3.537 2.699
O -4.568 4.080 2.242
C 1.622 -3.059 3.217
H -7.073 -0.133 0.532
H 2.838 -1.451 5.075
H 3.366 -2.215 8.652
H -3.624 0.328 1.379
H 0.499 1.175 -1.805
C -7.730 -1.996 2.363
C 4.574 -2.640 0.638
H -1.045 8.107 -1.910
C 3.609 -2.195 7.590
H -0.529 10.500 0.824
C 6.432 -2.789 2.306
O 2.454 -2.475 6.856
C -7.846 -0.482 2.487
N 0.184 -2.199 5.046
H 2.738 1.602 0.895
H -2.162 1.826 -1.855
O 5.546 -2.438 3.377
H 5.906 -1.063 1.203
N 6.900 -2.456 -0.053
H 7.459 -2.527 2.581
H 4.089 -1.248 7.337
H -4.777 1.122 0.456
H -2.193 10.431 0.134
C -2.245 1.396 -0.847
H 1.155 -4.006 4.972
O -1.186 -4.424 -2.639
H -0.785 -5.579 -4.366
C -0.374 -5.320 -3.384
H 2.267 -0.852 -3.421
H 2.056 -0.107 -6.612
H 3.517 -3.060 5.279
C -1.090 0.731 -6.940
*
```


> Look up the LUMO of the second one.

0.33 eV


> Among the records above, which one has the highest energy?

C28H85N7O11


> What is the formula in the first record?

C28H83N13O11